Record 1
9 unconnected molecules or ions with the total composition C13H47N5O9 at a distorted geometry, computed with ωB97M-V with the def2-TZVPD basis set.

The geometry in XYZ format:
```
74
Properties=species:S:1:pos:R:3:forces:R:3:mulliken_charge:R:1
C -1.92255 -2.03447 6.08165 2.7082 0.6818 -0.1541 0.73
O -0.69763 -2.13318 5.96945 -0.6343 0.2851 0.0632 -0.67
N -2.58558 -0.92655 6.36039 -0.3788 2.9207 0.7325 -0.41
N -2.74230 -3.02927 5.91400 -1.6802 -3.9259 -0.8213 -0.41
H -2.03465 -0.10021 6.54406 -0.4040 -0.0826 0.1045 0.22
H -3.58274 -0.94598 6.51974 0.4493 0.3455 0.0158 0.16
H -2.32331 -3.84341 5.48771 -0.4159 -0.0373 0.2122 0.22
H -3.74715 -2.93454 5.95159 0.4001 -0.1645 -0.1840 0.18
C -5.38073 -6.23955 0.72570 1.4724 0.8526 0.0922 -1.40
C -5.76622 -4.85985 1.18159 -1.5130 -0.3765 -0.6969 0.37
C -4.77324 -3.68233 0.89320 -1.8959 -0.8551 0.5211 -0.64
O -5.44515 -2.42883 1.30642 2.1571 -0.5663 -0.5962 -0.38
C -4.53460 -1.27445 1.20063 -1.1506 -0.7568 -0.1708 -0.65
N -7.06213 -4.64352 0.39420 1.9973 1.0875 1.0418 -0.79
H -6.10427 -6.96190 1.10360 0.1761 -0.0540 -0.2017 0.36
H -4.37891 -6.41474 1.11780 0.1299 -0.7664 -0.1604 0.35
H -5.38314 -6.15912 -0.36133 0.1375 -0.6577 -0.0092 0.36
H -6.06147 -4.95396 2.22661 0.4929 0.6260 0.4059 0.38
H -4.58703 -3.75528 -0.17830 -0.0723 0.6637 -0.2981 0.33
H -3.82142 -3.90622 1.37489 0.0249 0.5039 0.4780 0.37
H -3.90856 -1.17268 2.08711 0.2036 -0.3077 -0.0932 0.22
H -5.14052 -0.37121 1.12908 -0.2177 -0.1758 0.0544 0.25
H -3.96363 -1.33896 0.27439 0.2433 -0.0874 0.1469 0.31
H -7.07812 -3.67119 0.66705 -1.6994 0.6813 -0.4729 0.31
H -7.75219 -5.15122 0.92912 -0.4549 0.1991 -0.0222 0.25
C 4.80360 -0.99922 -1.07446 -1.2607 0.2248 -1.1643 -1.52
C 6.03693 -0.20384 -0.71912 1.2420 -0.8951 0.9998 0.71
C 6.12136 1.23852 -1.10806 -1.7039 -0.1154 -2.9906 -0.87
O 7.38823 1.85292 -1.17045 -0.0809 1.7120 0.6740 -0.35
C 7.27677 3.17608 -1.79048 -0.2966 -0.6885 -0.4479 -0.80
N 6.19550 -0.40511 0.70860 0.2840 0.7486 1.2875 -0.68
H 3.89652 -0.69119 -0.55443 0.3685 0.0923 0.9283 0.36
H 4.95562 -2.06605 -0.91062 0.0899 0.0886 0.1897 0.34
H 4.38153 -0.91113 -2.07555 0.8528 0.0631 -0.6321 0.39
H 6.95563 -0.63218 -1.11988 -0.1685 -0.3234 -1.0597 0.26
H 5.25251 1.82456 -0.80848 0.3969 0.5639 1.2466 0.43
H 5.84236 1.14193 -2.15731 -0.2125 -0.0289 -0.7307 0.33
H 8.22451 3.71335 -1.82553 0.0615 -0.4364 0.5663 0.28
H 6.48501 3.82362 -1.41375 0.1198 -0.1591 1.0442 0.32
H 6.94779 3.12781 -2.82852 0.1803 -0.7677 -0.4130 0.33
H 7.04089 0.10175 0.92882 0.1948 0.1621 0.5981 0.25
H 6.42764 -1.36883 0.90215 -0.1118 -0.2529 -0.0307 0.24
C -1.69174 4.09738 -6.24923 0.3423 -0.2880 1.4659 -1.32
C -0.29057 4.00036 -5.59324 -0.8177 0.7557 0.6531 0.22
C 0.21915 2.60486 -5.14389 -0.4482 1.1284 -0.3332 -0.60
O -0.67249 1.89095 -4.24910 0.9216 0.7899 -0.6226 -0.34
C -0.08308 0.64769 -3.82828 -0.0395 0.3567 -2.0558 -0.70
N 0.62908 4.62333 -6.56848 0.4702 -1.3732 1.0741 -0.72
H -1.89555 5.15646 -6.40704 -0.0359 0.0098 -0.1343 0.43
H -2.44415 3.74153 -5.54542 -0.2548 -0.2925 -0.3268 0.30
H -1.71404 3.58672 -7.21195 -0.1431 -0.1886 0.1013 0.33
H -0.25559 4.62061 -4.69759 -0.3357 0.1734 0.0997 0.29
H 1.18563 2.76761 -4.66689 0.0629 -0.0372 0.2258 0.39
H 0.45096 2.16547 -6.11410 -0.2743 -1.3014 0.0124 0.30
H -0.45397 -0.09964 -4.52974 -0.6019 -0.5449 0.5131 0.28
H -0.27606 0.41686 -2.78063 0.1149 0.1323 -0.2088 0.19
H 0.95478 0.65236 -4.16129 0.4942 0.1023 1.0335 0.35
H 0.50826 3.95886 -7.31948 0.4347 0.5653 -1.0124 0.31
H 0.20656 5.50973 -6.80486 0.1194 -0.0102 -0.4142 0.29
O -1.40633 3.70298 5.35636 0.0608 0.0220 0.2398 -0.63
H -2.25675 4.07581 5.12398 -0.2053 0.1393 -0.0441 0.32
H -1.27034 3.00061 4.72043 0.1640 -0.1678 -0.2054 0.31
O 3.85845 -0.31933 4.64212 -0.1646 0.2638 -0.0245 -0.62
H 4.26998 -0.48502 3.79394 0.2070 0.0035 -0.3250 0.31
H 3.88246 -1.16504 5.08980 -0.0722 -0.1846 0.2076 0.31
O -1.59066 2.79925 -0.32175 -0.2221 0.0582 0.0610 -0.63
H -0.94643 2.61810 0.36264 0.1805 -0.0214 0.2387 0.32
H -1.16721 2.51415 -1.13146 0.0576 -0.0295 -0.3287 0.31
O 0.51015 -1.51944 2.18573 -0.1261 -0.1291 -0.3219 -0.61
H 1.17276 -1.89764 2.76378 0.0928 -0.1004 0.2434 0.31
H 0.53655 -0.58093 2.37209 0.0097 0.2744 0.0868 0.30
O 1.80713 2.40148 2.94707 -0.3390 -0.0321 -0.1597 -0.62
H 2.50279 2.92935 2.55509 0.1474 0.1580 -0.0924 0.29
H 2.26514 1.79418 3.52814 0.1696 -0.2532 0.3004 0.33
```
Forces are in eV/Å.

Calculated values
LUMO energy in eV: 0.15
SMILES: COC[C@H](C)N.COC[C@H](C)N.COC[C@H](C)N.NC(N)=O.O.O.O.O.O



Record 2
A gas-phase ion, C3H7O2 (charge -1) at a distorted geometry, computed with ωB97M-V with the def2-TZVPD basis set.

The geometry in XYZ format:
```
12
Properties=species:S:1:pos:R:3:forces:R:3:nbo_charge:R:1
C 0.41930 0.75116 1.60406 0.4189 1.8838 -1.3397 -0.28
O -0.22460 0.77934 0.29834 0.7891 -0.5564 1.7643 -0.67
H 1.50067 0.35227 1.60258 -2.0750 -0.1089 -0.0074 0.21
H 0.54254 1.84737 1.69545 0.0061 -0.1688 1.0423 0.14
H -0.27501 0.38604 2.39819 0.7903 -0.1442 -0.4704 0.15
O 1.15745 -1.09479 -0.01269 0.1690 -0.6589 -0.3427 -0.89
C 0.42324 -0.24120 -0.63496 -0.3648 0.1606 0.6154 0.40
C -0.87605 -0.73526 -1.32046 -1.2888 -0.3817 1.4256 -0.65
H 1.00920 0.49300 -1.27005 -0.3546 -0.4873 -0.5093 0.04
H -0.67045 -1.52348 -2.02870 0.0605 -0.2884 -0.3875 0.18
H -1.32560 0.13317 -1.81185 -0.2020 -0.1767 -0.1412 0.18
H -1.68070 -1.14763 -0.51993 2.0512 0.9268 -1.6495 0.18
```
Forces are in eV/Å.

Calculated values
LUMO energy in eV: 4.63
SMILES: CO[C@H](C)[O-]
Total charge: -1



Record 3
2 unconnected molecules or ions with the total composition CH6N2O at a distorted geometry, computed with ωB97M-V with the def2-TZVPD basis set.

The geometry in XYZ format:
```
10
Properties=species:S:1:pos:R:3:forces:R:3:nbo_charge:R:1
O 1.48063 1.21259 0.79118 3.1628 1.2212 0.3834 -1.00
H 2.44639 1.57639 0.96275 -3.1064 -1.2146 -0.6124 0.47
N -1.33241 0.47800 -0.12766 3.6010 0.1800 -0.0894 -0.80
C -0.76605 -0.73639 -0.37765 0.9935 -1.6391 1.6798 0.30
N 0.46664 -1.17124 -0.15562 -1.0112 0.5205 -2.5779 -0.80
H -0.71215 1.30797 -0.03996 -0.6962 -1.0229 0.1582 0.43
H -2.29650 0.59690 -0.15470 -1.5094 0.0850 -0.1397 0.39
H -1.47944 -1.54499 -0.49154 -0.6773 0.2369 -0.8822 0.14
H 0.60371 -2.06460 -0.74665 -0.5299 1.5337 1.7977 0.35
H 1.58918 0.34537 0.33986 -0.2268 0.0994 0.2825 0.51
```
Forces are in eV/Å.

Calculated values
LUMO energy in eV: 0.97
SMILES: [H]/N=C/N.O



Record 4
A molecular structure, C5H16OSi2 at a distorted geometry, computed with ωB97M-V with the def2-TZVPD basis set.

The geometry in XYZ format:
```
24
Properties=species:S:1:pos:R:3:forces:R:3:nbo_charge:R:1
C 0.84759 0.51317 1.96912 1.2175 -0.6902 0.3310 -0.65
C 1.13518 1.23897 0.52808 0.0638 1.2261 0.3294 -0.42
C -0.19537 1.76346 -0.27024 0.2403 0.1686 -1.0244 -0.41
C -1.36293 0.63729 -0.50345 -1.0563 1.2993 0.2307 -0.69
C -2.36147 0.47044 0.82821 0.3949 0.5275 0.1753 -0.63
Si -0.73009 -1.05701 -1.18891 0.1615 -0.1265 2.1845 1.42
O 0.50724 -1.83101 -0.21080 0.4743 -0.0794 -3.2382 -1.21
Si 1.81948 -2.39730 -1.29170 -1.3097 1.6172 1.8970 1.17
H 0.61960 1.27875 2.85634 0.1944 -1.5936 -2.1988 0.21
H 1.87416 -0.00654 2.28752 -2.1960 1.0702 -0.6429 0.22
H 0.06098 -0.36965 1.92662 1.5673 2.0902 0.0255 0.23
H 1.81005 0.60426 -0.21004 -1.5979 1.0297 1.7290 0.22
H 1.78173 2.21260 0.77131 -1.3289 -2.0696 -0.5695 0.21
H 0.17700 2.08940 -1.35672 -0.7502 -0.6380 2.2773 0.21
H -0.66909 2.74611 0.19489 1.0002 -2.1523 -0.6901 0.21
H -2.08147 1.07757 -1.34932 1.6058 -0.9766 1.5616 0.24
H -1.99214 1.26401 1.62013 -0.8568 -1.6807 -1.4864 0.22
H -3.49430 0.72572 0.56595 2.5341 -0.7550 0.5273 0.22
H -2.26809 -0.59467 1.31547 -0.3631 2.0933 -0.9496 0.21
H -0.22913 -0.95204 -2.55341 0.2864 0.2027 -0.4008 -0.21
H -1.88203 -1.99494 -1.21070 0.0524 0.1060 -0.0105 -0.20
H 2.78383 -3.19294 -0.52908 -0.1395 -0.2866 0.1308 -0.18
H 1.31358 -3.06413 -2.49098 -0.1475 -0.2564 -0.0434 -0.19
H 2.53568 -1.16153 -1.69827 -0.0471 -0.1260 -0.1447 -0.20
```
Forces are in eV/Å.

Calculated values
LUMO energy in eV: 0.86



Record 5
A molecular structure, C38H46BrCl3NO7SSiSn at a distorted geometry, computed with ωB97M-V with the def2-TZVPD basis set.

The geometry in XYZ format:
```
99
Properties=species:S:1:pos:R:3:forces:R:3:mulliken_charge:R:1
Sn 3.40278 -1.59246 -1.29664 0.3454 0.3641 -0.8503 1.02
O -1.29659 -0.39197 -0.36511 0.6117 -1.4458 -0.1573 -0.26
C -2.67493 -0.61051 -0.56904 -0.3631 0.0500 0.1605 2.58
C -3.23500 0.82861 -0.18175 -0.0578 1.5995 0.4892 -0.82
O -4.09394 1.12759 0.64326 1.6565 -1.1786 -1.9186 -0.60
O -2.47242 1.77999 -0.83874 -1.3625 -1.6112 0.8990 1.16
C -3.01464 -0.92786 -2.04762 -2.7964 0.2370 0.4142 -0.33
C -4.39808 -0.89198 -2.49432 1.3792 0.4932 1.5802 -0.15
C -4.66434 -0.65952 -3.84945 -2.2978 -1.1490 0.8851 -0.82
C -3.68135 -0.76774 -4.78969 2.8544 0.1024 0.3936 -0.54
C -2.33418 -0.97748 -4.33412 -1.1616 0.8693 -1.6201 -0.77
C -2.03631 -1.07953 -2.99093 1.6562 -0.4776 0.4630 0.21
C -3.20258 -1.62498 0.44209 0.2741 0.0027 1.2402 0.50
C -2.73878 -1.47637 1.77985 -0.8192 -1.2269 0.0766 -0.42
C -3.23446 -2.26791 2.84813 0.4248 1.8068 -1.0497 -0.89
C -4.24707 -3.14957 2.59668 -0.4411 -1.2528 -0.0923 -0.63
C -4.62963 -3.36466 1.28237 -0.0795 -0.4559 -0.6272 -0.81
C -4.12142 -2.64760 0.19204 -0.7044 0.1173 -0.1611 -0.11
H -0.79054 -1.26870 -0.39152 -1.2331 1.6227 0.1003 0.05
H -5.18016 -1.04183 -1.67846 0.8326 0.8617 -1.4961 0.31
H -5.73191 -0.53556 -4.14367 0.9464 -0.1157 0.1384 0.38
H -3.82542 -0.68598 -5.86028 -0.2909 0.2205 0.1621 0.43
H -1.55188 -0.79393 -5.08925 -0.2132 -0.8691 0.4735 0.34
H -1.01961 -1.36404 -2.60138 -0.8620 0.9528 -0.7770 0.07
H -1.97795 -0.76505 2.02965 0.2005 0.4531 -0.1949 0.37
H -2.92162 -2.02576 3.85161 0.1944 -0.1783 0.1383 0.45
H -4.71453 -3.77062 3.37498 0.3107 0.4680 -0.2740 0.36
H -5.32372 -4.17236 1.08507 -0.1833 0.1339 -0.0498 0.41
H -4.56827 -2.85548 -0.81893 0.8392 0.2498 1.1429 0.45
O 8.48306 -5.96967 -1.44111 -2.3370 1.9935 -0.2373 -0.49
C 7.39192 -5.09169 -1.60716 -0.2018 -1.9579 0.5852 0.75
C 6.01084 -5.45958 -1.60322 -0.0479 -1.2156 0.0235 -0.69
C 4.98852 -4.52814 -1.81973 3.1527 0.1483 0.9281 -0.53
N 5.32331 -3.24405 -1.94237 0.3382 1.3445 -0.3002 -0.39
C 6.64249 -2.89141 -1.93174 -2.2469 0.3601 0.5783 0.11
Br 7.01310 -1.04043 -2.04280 -0.1714 -0.1248 -0.0272 -0.12
C 7.66473 -3.74848 -1.67926 0.4127 0.1005 -0.2649 -0.32
H 8.11932 -6.85083 -1.36618 -0.0017 -0.5941 0.0368 0.32
H 5.66259 -6.47594 -1.33656 0.6159 0.4836 -0.4640 0.30
H 3.96299 -4.73903 -1.69895 -0.9842 -0.4987 -0.1558 0.66
H 8.63387 -3.36158 -1.48179 0.7934 0.0928 -0.2450 0.48
C -3.61588 4.08758 0.62960 -0.2176 -0.2491 1.8055 -1.22
Si -2.44017 3.45045 -0.60922 0.7679 0.0231 -0.7970 -0.52
C -3.06782 4.12202 -2.32866 -0.9847 -1.6634 1.5135 1.91
C -4.46930 3.34622 -2.43509 -0.0582 0.3979 -0.1779 -1.40
C -2.16823 3.98743 -3.53603 -0.2751 -1.0204 -1.3760 -1.46
C -3.41771 5.57064 -2.13370 -1.6094 2.2812 -0.0166 -1.72
C -0.62060 3.72341 0.08719 -1.5157 0.3529 -2.3258 2.05
C 0.40572 3.19239 -0.99215 -0.1810 -0.4886 0.2659 -1.50
C -0.35745 3.03596 1.46179 0.1618 -0.3785 -1.6088 -1.25
C -0.50420 5.24691 -0.06238 1.3761 -0.9572 -1.3284 -2.08
H -3.22698 3.64696 1.57554 -0.6279 -0.1295 -0.3107 0.29
H -4.68240 3.86516 0.52508 0.3654 -0.3266 -0.0088 0.37
H -3.56973 5.13789 0.87246 0.3001 0.6279 -0.4472 0.36
H -4.41520 2.24100 -2.27005 0.0990 0.8819 -0.6261 0.00
H -5.00184 3.61722 -3.39180 0.7418 -0.5148 0.6317 0.43
H -5.15947 3.72446 -1.65539 0.4578 -0.1903 -0.2564 0.37
H -1.80609 2.91913 -3.85081 -0.3572 1.9489 1.1011 0.11
H -1.39386 4.72937 -3.31662 0.5690 -0.5159 -0.6741 0.36
H -2.73146 4.34397 -4.44531 0.4917 -0.1367 0.7425 0.47
H -4.32233 5.73050 -1.49742 0.5918 -0.5145 -0.2422 0.32
H -3.77634 6.01143 -3.10550 0.6480 -0.2010 0.6076 0.42
H -2.69767 6.27571 -1.64983 -0.0402 -0.7484 -0.7690 0.24
H 0.28861 2.10603 -1.19040 0.1951 0.4313 0.4257 -0.13
H 1.36563 3.41894 -0.48970 0.0728 -0.3551 -0.6944 0.63
H 0.39721 3.65619 -2.02142 -0.2834 -0.0206 1.2957 0.33
H -0.48608 3.58754 2.38446 -0.2466 0.4445 -0.0901 0.27
H 0.68646 2.74045 1.35420 0.2555 -0.1819 0.6178 0.21
H -0.94203 2.10307 1.49812 0.1755 0.2227 0.1724 0.19
H -0.80936 5.56417 -1.06473 -0.5000 -0.1856 0.1164 0.33
H 0.52874 5.55628 -0.12552 0.6942 0.1948 0.7033 0.44
H -1.01753 5.79282 0.64772 -1.0652 1.2558 1.5640 0.44
Cl -0.27336 -4.25621 1.43241 0.2444 0.4351 -0.1870 -0.09
C 0.23591 -4.38093 -0.26852 -1.0874 -0.2078 -0.1401 0.79
Cl -1.21711 -4.35726 -1.29805 0.0810 0.0193 0.0055 -0.06
Cl 1.06614 -5.87575 -0.47439 0.5654 -0.8971 -0.1986 -0.12
C 1.07265 -3.17931 -0.70115 0.0326 1.6118 0.7778 -0.08
O 0.54181 -2.05536 -0.63675 2.2071 -1.9310 -0.4198 -0.64
O 2.32008 -3.40628 -1.01244 -0.7268 0.3548 0.3904 -0.52
C 2.20992 1.77176 6.18433 -0.7869 -0.9948 0.7183 -1.30
C 2.54951 0.78850 5.14888 -0.0540 0.3356 -3.0970 0.73
C 2.38335 1.11461 3.75907 -0.3578 -0.6821 0.8747 -0.29
C 2.78681 0.27907 2.75580 1.2912 -1.6942 -0.8038 -0.51
C 3.38679 -0.97871 3.06442 -0.2534 -0.0730 1.9412 0.37
C 3.60767 -1.29115 4.42238 -0.2102 -1.4363 -0.4867 -0.69
C 3.23285 -0.37430 5.40045 0.4651 -0.8211 0.0632 -0.59
S 3.74979 -2.27197 1.88820 2.1270 1.4191 -0.2895 0.76
C 5.50666 -2.62526 2.31323 -0.3790 -1.2503 -0.0980 -1.00
O 4.21317 -1.38941 0.66770 -1.3162 -0.3555 -0.9761 -0.45
H 1.15769 1.74808 6.52657 0.3597 -0.3517 -0.2772 0.29
H 2.32265 2.75550 5.74957 0.7169 0.4029 0.6846 0.38
H 2.82332 1.36443 7.00100 -0.0768 1.5883 0.3966 0.36
H 1.85927 1.98703 3.41537 0.0117 0.5774 0.3367 0.34
H 2.79876 0.58314 1.71195 -0.4984 0.0412 0.1567 0.51
H 3.97632 -2.32195 4.80265 -0.3841 1.9206 -0.9635 0.17
H 3.56778 -0.65170 6.37844 -0.2788 0.1464 0.7259 0.32
H 5.95496 -1.67102 2.53882 0.0288 0.1397 0.4288 0.42
H 6.05474 -3.06947 1.45260 -0.9506 0.3386 0.1429 0.20
H 5.52107 -3.39330 3.07906 0.2460 0.3035 0.5339 0.44
```
Forces are in eV/Å.

Calculated values
LUMO energy in eV: -3.18
Total charge: +1



Record 6
A gas-phase ion, C4H9NO2 (charge +1) at a distorted geometry, computed with ωB97M-V with the def2-TZVPD basis set.

The geometry in XYZ format:
```
16
Properties=species:S:1:pos:R:3:forces:R:3:lowdin_spin:R:1
C 0.45074 1.04724 -1.12544 0.7527 0.3068 -2.1582 0.04
O 1.77199 1.51437 -1.15032 0.0419 0.3922 0.5935 0.04
C 0.28938 -0.19322 -0.21464 -0.6794 1.8151 2.0554 0.09
C -1.16280 -0.22512 0.21385 0.8254 -0.8198 -0.4501 0.05
C -1.55466 -1.49643 1.05030 -1.6121 3.0989 -0.9970 0.06
O -0.77727 -2.20957 1.54688 1.1767 -1.3972 0.7227 0.15
N 1.22494 -0.06684 0.93653 -0.9163 -3.2771 -2.2146 0.45
H 0.29846 0.75314 -2.17242 -0.5988 -0.2343 0.3433 0.00
H -0.27009 1.82916 -0.89667 0.0023 -0.0397 0.3402 0.00
H 1.82392 2.36456 -0.68341 0.1550 -0.3677 -0.1109 0.00
H 0.54761 -1.12116 -0.72950 0.5253 -0.0244 -0.4326 0.05
H -1.78596 -0.21926 -0.68672 -0.0859 -0.0421 0.1409 0.00
H -1.44210 0.64844 0.80395 -0.0232 -0.1033 0.2208 0.01
H -2.66452 -1.42585 1.16261 0.2750 -1.0375 0.3153 0.03
H 2.14557 -0.22631 0.53823 0.7875 1.2697 -0.0256 0.01
H 1.10478 -0.97313 1.40678 -0.6261 0.4602 1.6567 0.02
```
Forces are in eV/Å.

Calculated values
Spin multiplicity: 2
LUMO energy (spin up / spin down) in eV: -3.83 / -9.58
Total charge: +1